Computed, not measured: a single C10H9NO2S molecule at a distorted geometry, with the ωB97M-V functional and the def2-TZVPD basis.

Calculated values
HOMO-LUMO gap: 9.12 eV
HOMO level: -8.60 eV
E_LUMO: 0.52 eV
E_tot: -26935.1282 eV
ΔE to the lowest compared entry with this formula, charge and spin: 0.824 eV
strongest force on any atom: 4.20 eV Å⁻¹
SMILES: O=C1Nc2ccccc2[C@]12OCCS2

Element x y z (Å)
O (0.3499, -0.3627, -3.0612)
C (-0.0123, -0.4601, -1.9072)
N (-1.2548, -0.8494, -1.6311)
C (-1.6294, -0.7510, -0.2701)
C (-2.8505, -0.8632, 0.4328)
C (-2.9702, -0.6053, 1.8301)
C (-1.7330, -0.2718, 2.5480)
C (-0.4933, -0.2755, 1.8637)
C (-0.4835, -0.3671, 0.4221)
C (0.6928, -0.1642, -0.5906)
O (0.8915, 1.2997, -0.5721)
C (2.2558, 1.7428, -0.6954)
C (3.2387, 0.5656, -0.6829)
S (2.3112, -0.8655, -0.1794)
H (-1.9321, -1.1354, -2.3739)
H (-3.7393, -1.2509, -0.0257)
H (-3.9884, -0.8239, 2.1657)
H (-1.6609, -0.1492, 3.5890)
H (0.5570, -0.1721, 2.2204)
H (2.2941, 2.2074, -1.6093)
H (2.4725, 2.4602, 0.1516)
H (3.6761, 0.3146, -1.6635)
H (4.0081, 0.7768, 0.0391)

Cartesian forces, eV/Å:
O 1.1 0.2 0.4
C 0.6 -0.4 -1.9
N -4.0 -1.3 0.1
C 0.7 0.9 1.1
C 0.4 -0.1 0.6
C 2.9 -0.1 -1.5
C -0.5 -1.1 -2.2
C 0.0 0.5 -2.8
C 0.2 -1.0 1.7
C -0.5 2.5 1.8
O 0.3 -1.0 0.2
C -0.5 -0.8 2.2
C -0.2 0.1 -0.8
S -0.8 -1.0 0.5
H 1.2 0.6 0.9
H -0.2 0.1 -0.5
H 0.7 0.5 0.8
H -0.4 0.1 1.2
H -1.3 0.2 0.7
H 0.4 1.5 -2.1
H -0.3 -0.8 -0.9
H -0.1 0.6 0.4
H 0.4 -0.2 0.2